Version 1
Density functional theory data (ωB97M-V with the def2-TZVPD basis set) for an isolated molecule of C17H30N2.

Structure (XYZ):
```
49
Properties=species:S:1:pos:R:3:lowdin_charge:R:1
C -1.081 2.132 -7.528 -0.120
C -1.772 2.909 -6.413 -0.280
C -1.562 2.254 -5.049 -0.238
C -2.250 3.037 -3.933 -0.223
C -2.159 2.361 -2.564 -0.219
C -0.745 2.357 -1.987 -0.216
C -0.658 1.696 -0.611 -0.220
C -1.347 2.502 0.488 -0.218
C -1.100 1.958 1.896 -0.208
C -1.719 0.574 2.141 -0.202
C -0.724 -0.583 2.032 -0.180
H -1.270 -1.525 1.948 0.117
H -0.114 -0.472 1.134 0.103
C 0.199 -0.667 3.254 -0.163
N 1.149 -1.744 3.126 -0.119
C 2.327 -1.557 2.462 -0.073
C 3.193 -2.559 2.232 -0.018
C 2.918 -3.920 2.666 -0.438
N 3.664 -4.946 2.504 0.086
H 4.534 -4.744 2.015 0.030
C 1.648 -4.059 3.349 -0.022
C 0.833 -3.009 3.542 -0.069
H -0.116 -3.104 4.050 0.126
H 1.378 -5.040 3.699 0.105
H 4.120 -2.359 1.713 0.103
H 2.523 -0.542 2.143 0.128
H -0.399 -0.829 4.155 0.129
H 0.747 0.271 3.376 0.121
H -2.167 0.543 3.137 0.107
H -2.525 0.416 1.423 0.110
H -1.525 2.669 2.608 0.108
H -0.024 1.925 2.078 0.101
H -0.981 3.531 0.447 0.115
H -2.423 2.529 0.307 0.106
H 0.398 1.582 -0.349 0.112
H -1.098 0.699 -0.671 0.109
H -0.382 3.386 -1.917 0.116
H -0.084 1.818 -2.668 0.104
H -2.824 2.890 -1.878 0.103
H -2.518 1.331 -2.646 0.116
H -3.305 3.156 -4.192 0.111
H -1.813 4.036 -3.870 0.114
H -1.959 1.237 -5.074 0.118
H -0.490 2.188 -4.852 0.106
H -2.842 2.970 -6.623 0.107
H -1.382 3.929 -6.386 0.108
H -1.246 2.613 -8.489 0.066
H -1.468 1.117 -7.581 0.070
H -0.009 2.080 -7.350 0.070
```

The frontier orbital gap comes out at 8.3 eV. Its charge is 0. Its SMILES is CCCCCCCCCCCCn1ccc(=N)cc1. The value obtained for the highest occupied orbital energy is -7.550 eV.

***

Version 2
Density functional theory data (ωB97M-V with the def2-TZVPD basis set) for an isolated molecule of C17H30N2.

Structure (XYZ):
```
49
Properties=species:S:1:pos:R:3:lowdin_charge:R:1
C 2.283 -0.612 -1.114 -0.116
C 2.664 0.507 -2.078 -0.260
C 1.489 1.427 -2.416 -0.226
C 0.505 0.800 -3.406 -0.209
C -0.821 1.570 -3.501 -0.208
C -1.973 0.888 -2.757 -0.211
C -1.743 0.717 -1.254 -0.216
C -1.905 2.022 -0.470 -0.207
C -1.157 2.016 0.864 -0.213
C -1.527 0.834 1.756 -0.211
C -0.767 0.863 3.081 -0.177
H 0.281 1.106 2.887 0.110
H -1.174 1.639 3.732 0.116
C -0.827 -0.485 3.812 -0.158
N -0.155 -1.519 3.061 -0.116
C 1.210 -1.544 3.010 -0.074
C 1.888 -2.366 2.191 -0.022
C 1.203 -3.272 1.282 -0.443
N 1.740 -4.070 0.439 0.094
H 2.758 -4.035 0.437 0.031
C -0.239 -3.218 1.398 -0.020
C -0.848 -2.370 2.244 -0.083
H -1.924 -2.327 2.336 0.127
H -0.813 -3.884 0.776 0.106
H 2.969 -2.359 2.197 0.106
H 1.711 -0.862 3.684 0.129
H -1.868 -0.781 3.962 0.126
H -0.350 -0.392 4.793 0.124
H -2.603 0.837 1.946 0.125
H -1.283 -0.089 1.228 0.091
H -1.362 2.950 1.394 0.114
H -0.082 1.980 0.668 0.104
H -1.525 2.854 -1.065 0.104
H -2.967 2.209 -0.293 0.114
H -0.746 0.311 -1.092 0.092
H -2.458 -0.017 -0.877 0.113
H -2.125 -0.100 -3.199 0.110
H -2.889 1.462 -2.916 0.110
H -0.680 2.584 -3.122 0.100
H -1.116 1.661 -4.549 0.104
H 0.299 -0.232 -3.118 0.102
H 0.983 0.767 -4.387 0.111
H 0.973 1.691 -1.493 0.089
H 1.873 2.354 -2.850 0.112
H 3.062 0.075 -2.998 0.107
H 3.460 1.103 -1.623 0.102
H 3.151 -1.227 -0.885 0.068
H 1.521 -1.263 -1.535 0.067
H 1.903 -0.202 -0.179 0.062
```

The frontier orbital gap comes out at 8.4 eV. Its charge is 0. Its SMILES is CCCCCCCCCCCCn1ccc(=N)cc1. The value obtained for the highest occupied orbital energy is -7.611 eV.

***

version 2 is the most stable structure; the next one sits 1.6 kcal/mol above it.

***

Version 1
Density functional theory data (ωB97M-V with the def2-TZVPD basis set) for an isolated molecule of C20H27FN4O4.

Structure (XYZ):
```
56
Properties=species:S:1:pos:R:3:lowdin_charge:R:1
C -1.797 0.770 0.664 -0.060
C -0.339 0.960 0.263 -0.210
N 0.552 -0.025 0.871 -0.028
C 0.940 0.373 2.228 -0.089
C 1.876 -0.513 3.065 -0.309
C 2.885 0.353 3.806 -0.050
N 1.127 -1.270 4.075 0.117
C 0.024 -2.008 3.814 -0.397
O -0.511 -2.070 2.718 0.072
C -0.520 -2.733 4.992 -0.141
C -0.346 -2.513 6.348 0.050
C -1.136 -3.503 6.943 -0.413
O -1.304 -3.694 8.269 0.070
N -1.731 -4.273 6.053 0.140
N -1.344 -3.791 4.857 -0.135
C -1.830 -4.432 3.649 -0.004
C 0.963 -1.145 0.217 -0.397
O 1.775 -1.943 0.645 0.078
C 0.353 -1.411 -1.183 -0.271
C 1.189 -0.757 -2.291 -0.073
C 2.676 -0.940 -2.130 -0.226
C 3.461 0.100 -1.646 -0.035
C 4.825 -0.058 -1.445 -0.007
C 5.388 -1.281 -1.738 -0.284
F 6.715 -1.449 -1.547 0.049
C 4.645 -2.338 -2.224 0.004
C 3.285 -2.157 -2.417 -0.015
O 0.336 -2.791 -1.443 -0.139
C -0.543 -3.504 -0.593 -0.072
H -2.416 1.562 0.241 0.077
H -2.174 -0.191 0.314 0.072
H -1.912 0.788 1.748 0.070
H -0.235 0.944 -0.818 0.096
H 0.006 1.949 0.579 0.121
H 1.422 1.353 2.135 0.121
H 0.022 0.536 2.798 0.125
H 2.397 -1.206 2.414 0.126
H 3.518 0.877 3.090 0.085
H 2.388 1.096 4.435 0.088
H 3.533 -0.258 4.436 0.082
H 1.563 -1.392 4.974 0.127
H 0.224 -1.744 6.839 0.110
H -1.904 -4.441 8.381 0.109
H -2.579 -3.815 3.158 0.090
H -1.011 -4.601 2.955 0.086
H -2.264 -5.378 3.959 0.087
H -0.675 -1.031 -1.233 0.135
H 0.848 -1.206 -3.226 0.131
H 0.964 0.309 -2.345 0.109
H 3.000 1.056 -1.418 0.114
H 5.445 0.745 -1.072 0.116
H 5.130 -3.281 -2.437 0.119
H 2.680 -2.980 -2.775 0.120
H -0.513 -4.545 -0.909 0.093
H -0.237 -3.432 0.452 0.072
H -1.569 -3.128 -0.693 0.093
```

The frontier orbital gap comes out at 9.3 eV. Its charge is 0. Its SMILES is CCN(C[C@@H](C)NC(=O)c1cc(O)nn1C)C(=O)[C@@H](Cc1ccc(F)cc1)OC. The value obtained for the highest occupied orbital energy is -8.706 eV.

***

Version 2
Density functional theory data (ωB97M-V with the def2-TZVPD basis set) for an isolated molecule of C20H27FN4O4.

Structure (XYZ):
```
56
Properties=species:S:1:pos:R:3:lowdin_charge:R:1
C -0.012 1.922 0.145 -0.054
C 0.022 0.682 -0.740 -0.195
N 0.131 -0.553 0.031 -0.015
C 1.423 -0.999 0.558 -0.103
C 2.637 -0.394 -0.126 -0.353
C 3.909 -0.743 0.637 -0.032
N 2.695 -0.883 -1.498 0.112
C 3.140 -0.119 -2.522 -0.421
O 3.554 1.021 -2.368 0.065
C 3.058 -0.765 -3.855 -0.135
C 2.401 -1.919 -4.246 0.054
C 2.649 -1.987 -5.620 -0.406
O 2.201 -2.950 -6.454 0.070
N 3.392 -0.984 -6.046 0.143
N 3.641 -0.240 -4.952 -0.134
C 4.434 0.969 -5.092 -0.005
C -0.936 -1.294 0.443 -0.404
O -0.796 -2.226 1.216 0.077
C -2.325 -0.979 -0.148 -0.276
C -2.452 -1.474 -1.597 -0.069
C -1.810 -2.805 -1.905 -0.211
C -1.032 -2.945 -3.050 -0.039
C -0.452 -4.162 -3.389 -0.019
C -0.655 -5.234 -2.547 -0.282
F -0.095 -6.423 -2.857 0.054
C -1.412 -5.134 -1.397 0.009
C -1.993 -3.916 -1.083 -0.012
O -3.334 -1.608 0.600 -0.148
C -3.497 -1.069 1.898 -0.077
H -0.065 2.826 -0.464 0.081
H -0.879 1.900 0.809 0.074
H 0.882 1.987 0.766 0.074
H -0.874 0.639 -1.352 0.099
H 0.852 0.738 -1.441 0.104
H 1.480 -0.781 1.629 0.137
H 1.459 -2.088 0.479 0.134
H 2.561 0.691 -0.189 0.127
H 3.887 -0.312 1.639 0.084
H 4.021 -1.825 0.729 0.086
H 4.775 -0.346 0.109 0.083
H 2.388 -1.824 -1.685 0.140
H 1.816 -2.598 -3.650 0.087
H 2.524 -2.743 -7.340 0.110
H 3.804 1.853 -5.011 0.091
H 5.192 1.013 -4.317 0.087
H 4.893 0.923 -6.074 0.087
H -2.496 0.107 -0.128 0.142
H -3.525 -1.516 -1.800 0.135
H -2.037 -0.728 -2.276 0.106
H -0.880 -2.092 -3.702 0.114
H 0.137 -4.283 -4.289 0.115
H -1.540 -6.001 -0.762 0.121
H -2.578 -3.817 -0.180 0.118
H -4.359 -1.562 2.340 0.093
H -2.619 -1.253 2.519 0.086
H -3.691 0.010 1.846 0.091
```

The frontier orbital gap comes out at 9.6 eV. Its charge is 0. Its SMILES is CCN(C[C@@H](C)NC(=O)c1cc(O)nn1C)C(=O)[C@@H](Cc1ccc(F)cc1)OC. The value obtained for the highest occupied orbital energy is -8.952 eV.

***

version 2 is the most stable structure; the next one sits 10.7 kcal/mol above it.